(1)
Density functional theory data (ωB97M-V/def2-TZVPD) for a 2-piece molecular cluster, CH3Cl3SSi overall.

Calculated values
E_HOMO (spin up / spin down) (eV): -5.46 / -10.49
Total energy (hartree): -2108.1240
Spin multiplicity: 3
Frontier orbital gap (spin up / spin down) (hartree): 0.21655 / 0.28317
Relative energy (zero: lowest compared OMol25 entry of this formula, charge and spin) (kcal/mol): 38.82
Charge: 0

The geometry in XYZ format:
```
9
Properties=species:S:1:pos:R:3:forces:R:3:nbo_charge:R:1
C -0.223 -0.772 -0.817 -1.0004 -2.8772 -4.4453 -0.728
Si -0.157 0.511 1.362 -2.1325 0.4219 -0.6409 1.092
S 1.218 -0.665 -1.878 -0.8749 1.3957 0.8997 0.160
Cl -1.603 1.977 1.410 -0.3890 0.5867 0.4425 -0.397
Cl 1.591 1.378 1.286 2.3037 1.0565 0.3701 -0.358
Cl -0.416 -0.878 2.763 0.0348 -0.9324 1.5287 -0.360
H -0.447 -1.891 -0.556 0.7764 2.0293 -0.1499 0.226
H -1.138 -0.399 -1.450 1.3983 -0.0028 1.7233 0.230
H 1.174 0.739 -2.120 -0.1163 -1.6778 0.2716 0.136
```
Forces are in eV/Å.

---

(2)
Density functional theory data (ωB97M-V/def2-TZVPD) for a 2-piece molecular cluster, CH3ClF2Si overall.

Calculated values
E_HOMO (eV): -9.13
Total energy (hartree): -989.2109
Frontier orbital gap (hartree): 0.31725
Relative energy (zero: lowest compared OMol25 entry of this formula, charge and spin) (kcal/mol): 38.38
Charge: 0

The geometry in XYZ format:
```
8
Properties=species:S:1:pos:R:3:forces:R:3:nbo_charge:R:1
C -2.666 -0.389 0.166 2.8909 1.2154 -0.5316 0.457
F -3.015 -1.605 -0.284 -0.1180 0.2498 0.0565 -0.348
F -3.007 -0.301 1.458 -0.0407 -0.3848 0.3587 -0.356
Si -0.085 0.016 0.003 -4.0154 -1.1650 -3.5096 0.790
Cl -3.586 0.902 -0.668 -0.0549 -0.3188 -0.2107 -0.097
H 0.253 1.193 -0.757 0.1002 0.6984 0.0910 -0.155
H 0.090 -1.115 -0.941 0.4640 -0.1360 0.7021 -0.132
H -0.099 0.025 1.348 0.7739 -0.1590 3.0436 -0.159
```
Forces are in eV/Å.

---

(3)
Density functional theory data (ωB97M-V/def2-TZVPD) for one molecule with the formula CH3ClFO3P.

Calculated values
E_HOMO (eV): -10.23
Total energy (hartree): -1166.8607
Frontier orbital gap (hartree): 0.37933
SMILES: COP(OF)OCl
Relative energy (zero: lowest compared OMol25 entry of this formula, charge and spin) (kcal/mol): 24.62
Charge: 0

The geometry in XYZ format:
```
10
Properties=species:S:1:pos:R:3:forces:R:3:nbo_charge:R:1
C -1.458 -0.811 -0.049 -1.2184 -2.7354 -1.2075 -0.285
O -0.881 0.481 -0.124 -2.4335 -0.4868 -1.4919 -0.813
P 0.407 0.737 0.667 3.3076 1.2882 0.1441 1.602
O 0.693 2.237 -0.324 -0.8991 -1.9315 0.4553 -0.387
F 2.034 2.608 -0.171 0.5260 0.0149 0.3888 -0.151
O 1.239 -0.562 -0.087 -0.6319 0.9868 -0.1804 -0.840
Cl 2.817 -0.921 0.278 0.2458 0.1396 0.3124 0.268
H -1.016 -1.596 -0.720 0.3709 1.3062 0.1953 0.204
H -2.538 -0.904 -0.390 1.1630 1.1573 0.9094 0.215
H -1.296 -1.268 0.921 -0.4305 0.2607 0.4745 0.187
```
Forces are in eV/Å.

---

(4)
Density functional theory data (ωB97M-V/def2-TZVPD) for one molecule with the formula CH3ClIN.

Calculated values
E_HOMO (eV): -9.43
Total energy (hartree): -852.5188
Frontier orbital gap (hartree): 0.34253
SMILES: N[C@H](Cl)I
Relative energy (zero: lowest compared OMol25 entry of this formula, charge and spin) (kcal/mol): 0.41
Charge: 0

The geometry in XYZ format:
```
7
Properties=species:S:1:pos:R:3:forces:R:3:nbo_charge:R:1
N 0.414 0.090 -0.265 -0.3937 -1.3421 -0.2664 -0.819
C -0.629 -0.746 0.236 -0.4374 1.4032 -0.6860 -0.066
Cl -0.708 -2.482 -0.060 0.6380 0.2919 -0.8998 0.009
I -2.764 0.081 -0.227 1.0797 -0.3498 0.3275 -0.080
H 0.512 -0.054 -1.238 0.3258 0.0679 -1.2512 0.369
H 0.365 1.093 -0.084 -0.4449 -0.6185 0.3667 0.400
H -0.480 -0.752 1.254 -0.7675 0.5474 2.4092 0.187
```
Forces are in eV/Å.

---

(5)
Density functional theory data (ωB97M-V/def2-TZVPD) for a 2-piece molecular cluster, CH3ClIN overall.

Calculated values
E_HOMO (eV): -9.85
Total energy (hartree): -852.4657
Frontier orbital gap (hartree): 0.37827
SMILES: C=NCl.I
Relative energy (zero: lowest compared OMol25 entry of this formula, charge and spin) (kcal/mol): 33.74
Charge: 0

The geometry in XYZ format:
```
7
Properties=species:S:1:pos:R:3:forces:R:3:nbo_charge:R:1
C 1.031 -0.226 -0.963 -2.0527 -1.1314 -1.9367 -0.085
N 0.311 -0.769 -0.060 1.5759 1.1259 0.6316 -0.413
Cl -0.844 -1.903 -0.543 -0.2303 -0.1321 -0.4115 0.119
H 0.721 -0.501 -2.057 1.2353 0.7608 1.6557 0.169
H 1.800 0.529 -0.724 -0.5355 -0.5961 0.0629 0.210
I -1.695 1.255 2.981 0.3316 0.3355 -1.4678 -0.110
H -1.325 1.616 1.366 -0.3243 -0.3627 1.4657 0.110
```
Forces are in eV/Å.

---

(6)
Density functional theory data (ωB97M-V/def2-TZVPD) for a 2-piece molecular cluster, CH3ClINO overall.

Calculated values
E_HOMO (spin up / spin down) (eV): -10.49 / -8.78
Total energy (hartree): -927.6236
Frontier orbital gap (spin up / spin down) (hartree): 0.38620 / 0.19537
Relative energy (zero: lowest compared OMol25 entry of this formula, charge and spin) (kcal/mol): 12.04
Charge: 0

The geometry in XYZ format:
```
8
Properties=species:S:1:pos:R:3:forces:R:3:nbo_charge:R:1
C -0.312 -0.764 0.052 0.5880 -0.0809 -0.2044 -0.264
N -0.853 1.426 -0.314 1.7722 -0.7603 -0.8424 -0.129
O -1.243 0.281 0.262 -1.2570 0.3885 0.5947 -0.349
Cl -1.915 2.644 0.000 -0.9245 0.4012 0.4551 0.152
I 4.583 -0.489 -0.021 -0.0223 0.0021 0.0003 0.000
H 0.608 -0.574 0.610 -0.0917 -0.0114 0.0012 0.191
H -0.068 -0.861 -1.008 -0.0970 -0.0034 0.0323 0.194
H -0.800 -1.663 0.419 0.0323 0.0642 -0.0369 0.205
```
Forces are in eV/Å.

---

(7)
Density functional theory data (ωB97M-V/def2-TZVPD) for a 2-piece molecular cluster, CH3ClN2O2 overall.

Calculated values
E_HOMO (spin up / spin down) (eV): -9.63 / -9.63
Total energy (hartree): -759.8825
Frontier orbital gap (spin up / spin down) (hartree): 0.34650 / 0.34657
Relative energy (zero: lowest compared OMol25 entry of this formula, charge and spin) (kcal/mol): 80.89
Charge: 0

The geometry in XYZ format:
```
9
Properties=species:S:1:pos:R:3:forces:R:3:nbo_charge:R:1
C -0.132 -0.907 1.267 0.7030 2.9892 -1.2002 -0.289
N -0.367 0.943 -0.575 -1.6209 1.7924 -1.8934 -0.036
N 0.173 -0.135 -0.611 0.7808 -2.9315 5.0480 0.328
O 0.902 -0.761 -1.311 0.2333 -0.3910 -1.5075 -0.379
O -0.349 1.511 -1.938 0.4756 0.2624 1.8328 -0.575
Cl 1.397 -1.260 1.982 -0.2974 0.0668 -0.4280 0.043
H -0.646 -0.041 1.768 0.5071 -1.1132 -0.7487 0.227
H -0.685 -1.775 1.039 -0.6128 -0.7469 -0.3307 0.208
H -0.293 2.426 -1.621 -0.1687 0.0719 -0.7723 0.473
```
Forces are in eV/Å.

---

(8)
Density functional theory data (ωB97M-V/def2-TZVPD) for a 2-piece molecular cluster, CH3ClN2O2 overall.

Calculated values
E_HOMO (spin up / spin down) (eV): -9.86 / -9.86
Total energy (hartree): -759.8563
Frontier orbital gap (spin up / spin down) (hartree): 0.31625 / 0.31624
Relative energy (zero: lowest compared OMol25 entry of this formula, charge and spin) (kcal/mol): 97.34
Charge: 0

The geometry in XYZ format:
```
9
Properties=species:S:1:pos:R:3:forces:R:3:nbo_charge:R:1
C -0.903 0.239 -0.068 2.3294 -2.1773 -2.9235 -0.141
N 0.712 0.268 -1.320 -4.4336 -2.1669 0.7956 -0.620
N -0.183 -0.328 1.051 1.1034 -2.3738 -1.0003 0.470
O 0.211 -1.513 0.851 -1.0188 1.4440 0.2371 -0.446
O 0.143 0.301 2.002 -0.0995 1.3538 1.0853 -0.312
Cl 1.975 1.154 -0.741 0.5990 0.0353 0.8411 0.189
H -1.172 1.260 -0.167 -0.2854 0.6618 0.7843 0.234
H -1.539 -0.602 -0.484 0.8104 1.5238 0.2567 0.241
H 0.755 -0.780 -1.122 0.9952 1.6993 -0.0762 0.385
```
Forces are in eV/Å.